[1]
A structure of composition C2H3LiO2Pb at a distorted geometry. Source: the Open Molecules 2025 dataset; level of theory: ωB97M-V/def2-TZVPD.

## Properties
Charge: +1
LUMO energy (alpha / beta): -0.2372 / -0.2888 hartree
Max |F|: 5.104 eV Å⁻¹
2S+1: 2
Energy relative to the best compared isomer or geometry (same formula, charge and spin): 251.4 kJ/mol
Energy: -11659.857 eV

Geometry as XYZ:
```
9
C2H3LiO2Pb, DFT ωB97M-V/def2-TZVPD
H 1.85175 -1.16562 3.23749
O -0.65054 0.29508 -2.16989
C -0.77538 0.99585 -1.11568
C -0.27593 0.49105 0.11348
O 0.25111 -0.69225 0.12553
Li 1.03073 -1.47114 1.73448
Pb 0.23462 -1.46994 -1.81796
H -1.25991 1.97772 -1.15913
H -0.40645 1.03925 1.05169
```



[2]
An isolated molecule of C5H12O. Source: the Open Molecules 2025 dataset; level of theory: ωB97M-V/def2-TZVPD.

## Properties
LUMO energy: 0.0355 hartree
Max |F|: 0.429 eV Å⁻¹
Energy relative to the best compared isomer or geometry (same formula, charge and spin): 5.0 kJ/mol
Energy: -7427.260 eV

Geometry as XYZ:
```
18
C5H12O, DFT ωB97M-V/def2-TZVPD
C 1.92102 -0.20271 -0.79919
C 0.83100 -0.63165 0.18524
C -0.54618 0.03690 -0.02196
C -1.63788 -0.86739 0.54005
C -0.59439 1.41528 0.65961
O -0.85680 0.15297 -1.40920
H 1.75264 -0.61710 -1.80084
H 2.89704 -0.56874 -0.46591
H 2.00132 0.88891 -0.88694
H 1.15919 -0.40287 1.20534
H 0.71393 -1.72142 0.13302
H -1.46254 -1.07793 1.60029
H -1.64126 -1.81227 -0.01290
H -2.62217 -0.40170 0.42775
H -0.42544 1.32746 1.74041
H -1.57581 1.87642 0.50861
H 0.16513 2.10226 0.26492
H -0.07879 0.50359 -1.86831
```



[3]
A cluster of 9 separate species, C45H112F9N8O21S3 in total at a distorted geometry. Source: the Open Molecules 2025 dataset; level of theory: ωB97M-V/def2-TZVPD.

## Properties
Charge: +5
LUMO energy: -0.3601 hartree
Max |F|: 6.070 eV Å⁻¹
Energy: -160304.691 eV

Geometry as XYZ:
```
198
C45H112F9N8O21S3, DFT ωB97M-V/def2-TZVPD
C -18.52878 5.42182 4.14999
O -18.29056 4.04049 4.39097
C -17.61318 3.64273 5.56117
C -18.58549 3.65656 6.73843
N -19.57602 2.50895 6.50766
H -20.07188 2.74810 5.66088
H -19.08668 1.62826 6.43689
C -20.61637 2.38063 7.67627
C -21.68507 1.27738 7.39483
O -22.11313 1.39851 6.11664
C -23.09150 0.43183 5.84939
H -18.96948 5.96381 4.98673
H -19.12288 5.59055 3.25183
H -17.58794 5.92293 3.92239
H -16.90449 4.44011 5.78488
H -17.06901 2.69925 5.51869
H -19.04687 4.64379 6.76319
H -18.07525 3.46533 7.68245
H -21.06117 3.37539 7.70260
H -20.07560 2.09937 8.57992
H -22.46343 1.47599 8.13159
H -21.30133 0.28262 7.62133
H -23.87837 0.38295 6.60210
H -22.71998 -0.59282 5.86177
H -23.57842 0.66466 4.90240
C -14.13458 -0.33951 22.42607
O -15.32933 -0.69831 21.75181
C -15.62429 -2.12836 21.88285
C -16.81953 -2.45898 20.96897
N -16.97858 -1.57598 19.68546
H -16.06976 -1.38264 19.28950
H -17.43919 -2.09939 18.95472
C -17.77489 -0.30636 19.99724
C -17.87117 0.61092 18.84349
O -18.13991 -0.09258 17.63476
C -19.54684 -0.36933 17.40409
H -14.17953 -0.74655 23.43622
H -14.22954 0.73718 22.28528
H -13.25001 -0.68439 21.89063
H -15.83374 -2.27649 22.94223
H -14.88547 -2.86187 21.56007
H -17.74109 -2.46564 21.55101
H -16.61549 -3.46263 20.59593
H -17.20399 0.15651 20.80218
H -18.75428 -0.65434 20.32557
H -16.91536 1.10626 18.67270
H -18.47437 1.51881 18.84486
H -19.62602 -1.10469 16.60341
H -20.00434 0.50501 16.94113
H -20.05006 -0.83792 18.24984
C -28.92615 8.71387 5.97192
O -28.60064 7.46064 6.54032
C -29.31827 6.33718 6.06612
C -28.79110 5.09482 6.71793
N -29.23258 4.95205 8.20679
H -30.23104 5.07195 8.30063
H -28.88698 4.08540 8.59356
C -28.71424 6.07488 9.18398
C -27.18468 5.99858 9.36907
O -26.78127 4.67329 9.60903
C -25.40817 4.35816 9.42471
H -28.53273 8.79614 4.95873
H -28.52516 9.54211 6.55616
H -29.99630 8.91989 5.95179
H -29.14280 6.20529 4.99846
H -30.39573 6.49961 6.09422
H -27.70202 5.10636 6.76134
H -29.06044 4.15977 6.22677
H -29.20077 5.89196 10.14207
H -28.87227 7.05650 8.73726
H -26.95330 6.65676 10.20655
H -26.64090 6.37216 8.50140
H -24.75358 5.22940 9.44785
H -25.30328 3.90193 8.44035
H -25.14259 3.55770 10.11524
C -24.02587 -3.56323 10.22625
O -24.32478 -4.49739 11.27668
C -25.53615 -5.24332 11.14471
C -25.90783 -6.06846 12.33496
N -25.76526 -5.31160 13.69408
H -25.97101 -5.99535 14.40841
H -24.75968 -5.24120 13.75695
C -26.62953 -3.99195 13.74019
C -26.32805 -3.23781 15.05576
O -24.89711 -3.01367 15.05829
C -24.51239 -2.80053 16.40233
H -24.87408 -3.16759 9.66758
H -23.52170 -4.12474 9.43972
H -23.40148 -2.69807 10.44928
H -25.28086 -5.86354 10.28549
H -26.33733 -4.58591 10.80703
H -25.19428 -6.88996 12.39895
H -26.92140 -6.46080 12.25217
H -27.61520 -4.45578 13.70269
H -26.53700 -3.46034 12.79313
H -26.59805 -3.91286 15.86786
H -26.92218 -2.32400 15.04817
H -25.18701 -2.05253 16.81884
H -23.58191 -2.23466 16.44806
H -24.63749 -3.64834 17.07589
C -24.39661 0.91854 17.02283
O -23.32163 1.81558 17.22254
C -22.62320 2.25652 16.05246
C -23.35754 3.41606 15.29489
N -22.67713 3.68167 13.96763
H -21.68470 3.79883 14.11411
H -22.73114 2.85349 13.39203
C -23.15044 4.84907 13.15408
C -22.42779 4.98648 11.92272
O -21.04908 5.21254 12.16228
C -20.16366 5.37393 11.04148
H -23.91897 0.01010 16.65582
H -25.04924 1.13530 16.17715
H -25.04551 0.71069 17.87360
H -22.58845 1.40761 15.36964
H -21.58628 2.52788 16.25063
H -23.31762 4.36186 15.83523
H -24.34083 3.07260 14.97350
H -23.07034 5.74999 13.76237
H -24.19798 4.62652 12.95097
H -22.79714 5.89916 11.45505
H -22.46164 4.20873 11.15980
H -20.15736 4.49758 10.39334
H -19.10423 5.37265 11.29783
H -20.45493 6.27505 10.50179
C -20.87035 -2.98718 13.30082
O -20.21485 -3.87741 14.24237
C -20.89283 -4.16954 15.46169
C -20.09638 -5.28888 16.12410
N -18.63641 -4.88175 16.42795
H -18.35005 -4.45166 15.56012
H -18.70343 -4.11012 17.07617
C -17.65256 -5.88134 17.03858
C -16.34199 -5.24876 17.39959
O -15.66944 -4.65148 16.27246
C -14.31855 -4.27017 16.55806
H -21.81068 -3.39751 12.93270
H -20.42555 -2.94973 12.30640
H -20.99461 -1.95447 13.62665
H -21.92947 -4.48238 15.33673
H -20.92076 -3.26547 16.06996
H -20.08877 -6.13333 15.43495
H -20.45704 -5.54026 17.12151
H -17.55504 -6.73992 16.37418
H -18.13867 -6.20471 17.95902
H -15.75114 -5.94681 17.99266
H -16.51176 -4.53880 18.20905
H -14.26460 -3.24615 16.92762
H -13.74204 -4.23757 15.63357
H -13.76494 -4.89589 17.25813
C -15.67127 -2.61130 13.67976
O -16.43018 -1.39811 13.70760
C -16.93271 -0.91292 14.98133
C -16.83059 0.62111 14.81319
N -15.53044 1.10432 14.09080
H -14.75722 0.60152 14.50237
H -15.47512 0.72108 13.15798
C -15.25739 2.62961 14.15612
C -16.16942 3.34155 13.19096
O -15.97633 2.70073 11.93844
C -16.96088 3.14025 11.07389
H -14.75266 -2.44638 14.24284
H -15.35976 -2.99163 12.70693
H -16.12739 -3.50963 14.09578
H -16.36809 -1.15020 15.88300
H -17.93413 -1.26850 15.22386
H -16.76047 1.15115 15.76306
H -17.62877 1.01265 14.18254
H -14.22428 2.78302 13.84429
H -15.36149 3.07924 15.14359
H -15.88236 4.38588 13.06820
H -17.23855 3.41224 13.39108
H -16.98448 4.22906 11.02855
H -17.89993 2.63850 11.30741
H -16.69055 2.84664 10.05959
C -24.89676 -0.63528 12.66657
F -25.50620 -0.23395 13.79230
F -23.84677 -1.46884 12.96242
F -25.76071 -1.21633 11.88581
S -24.17749 0.95593 11.82772
O -24.04933 0.64106 10.39344
O -25.07036 2.06320 12.09671
N -22.65915 1.37112 12.73039
S -21.62684 0.78122 11.75240
O -21.74266 -0.66569 11.36533
O -21.26748 1.71531 10.63926
C -20.02360 0.98277 12.91850
F -19.53232 2.16964 12.77291
F -20.36029 0.82722 14.20652
F -19.15706 0.13553 12.47312
C -19.48089 6.47918 15.12162
F -19.10553 7.40577 16.00614
F -20.73004 6.69411 14.69119
F -18.56608 6.52026 14.18493
S -19.24307 4.70069 15.92807
O -19.96259 3.85775 14.99619
O -17.79329 4.41200 15.95065
O -19.79243 4.84380 17.28730
```



Q: What is the energy in the first record?
A: -11659.857 eV



Q: Among the records above, which one has the lowest max |F|?
A: C5H12O